The following is a quantum chemistry calculation of C31H34As2N5RuS3 as an isolated structure, from the OMol25 dataset.

XYZ file:
```
76
C31H34As2N5RuS3 ωB97M-V/def2-TZVPD
H -4.117 -5.203 -3.113
C -1.466 -2.235 -0.379
H -3.907 0.229 -2.176
C -1.842 -3.506 0.079
C 0.855 4.617 -1.729
S 2.617 -0.719 -2.909
N -0.693 -0.014 -2.361
C -3.168 -2.495 -2.112
C -3.531 -3.744 -1.641
H -1.975 -1.545 4.414
H 0.768 2.893 2.709
N -1.924 -0.442 -1.994
H 3.310 1.717 -3.503
C -0.895 1.143 -2.985
H -1.949 2.657 2.536
C -2.870 0.433 -2.377
H -0.400 -2.004 6.366
C 1.074 -1.644 2.094
C 0.171 -1.537 4.344
H 1.869 1.638 2.073
H -2.237 0.914 2.385
C -0.980 5.536 -0.485
C 3.488 2.332 -0.361
H -2.704 2.347 -3.461
S 0.832 -2.680 -2.219
C -1.088 4.349 0.222
C 0.743 3.417 -1.029
C 3.358 -2.443 1.705
H -1.852 4.257 0.983
H 4.282 -0.694 -0.859
H 2.255 -1.542 3.871
N 2.251 -1.793 1.303
H 1.805 2.551 -3.882
H -2.280 -1.588 1.998
H 0.548 1.176 3.144
N 2.526 -1.000 0.229
H 4.365 1.893 -0.834
C -0.231 3.283 -0.042
H -5.087 -5.232 -1.644
C 1.246 -1.573 3.476
C -2.250 1.475 -3.026
C -1.277 -1.587 2.405
C -0.004 5.671 -1.462
H 0.087 6.596 -2.018
H 3.319 -3.110 2.549
C -1.102 -1.564 3.772
H 0.295 -0.399 6.174
H 3.105 3.419 -3.032
H -3.643 -2.085 -2.995
C 3.822 -1.174 -0.014
H -1.303 -3.934 0.915
C 2.603 2.460 -3.148
H 5.412 -2.420 0.913
H 3.597 3.416 -0.332
H -5.319 -3.947 -2.829
H -0.060 1.682 -3.392
C -2.853 -4.226 -0.523
As 1.904 1.893 -1.419
H -1.655 6.355 -0.274
H 1.604 4.741 -2.500
Ru 0.974 -0.541 -1.166
H -2.851 2.015 1.138
C 0.362 -1.435 5.832
C 0.842 1.866 2.353
As -0.364 1.549 0.834
H -3.100 -5.209 -0.137
C -4.571 -4.574 -2.343
C -2.181 -1.749 -1.478
C 4.396 -2.069 0.888
C 2.140 -2.352 -3.306
S 2.772 -3.299 -4.469
H 1.337 -1.819 6.134
N -0.375 -1.548 0.135
C -0.196 -1.612 1.500
C -2.033 1.827 1.833
H 3.397 1.941 0.649
```

## Properties
**Spin multiplicity**: 2
**E_tot**: -7236.47457 Eh
**HOMO-LUMO gap (spin up / spin down)**: 7.13 / 6.62 eV
**Energy relative to the best compared isomer or geometry (same formula, charge and spin)**: 8.1 kcal/mol
**Highest occupied orbital energy (spin up / spin down)**: -6.69 / -6.88 eV
**⟨S²⟩**: 0.76
**Max |F|**: 0.596 eV/A